Record 1
Below is CHBr3 as an isolated structure, with properties calculated with ωB97M-V with the def2-TZVPD basis set.

Properties
- ΔE to the lowest compared entry with this formula, charge and spin (kcal per mole) = 13.3
- spin multiplicity = 1
- gap between HOMO and LUMO (eV) = 9.86

Each line ends with the natural charge from an NBO analysis.
Positions of all 5 atoms, in Å:
C1 -0.049502 -0.138762 -0.093568  -0.45
Br1 1.915018 -0.259962 -0.351828  0.09
Br2 -0.880952 1.140068 -1.439498  0.07
Br3 -0.381732 0.319238 1.799092  0.05
H1 -0.602832 -1.060582 0.085802  0.23

Atomic forces in eV per Å
C 0.1361 1.0215 0.7481
Br -1.4994 -0.1795 -0.0920
Br 0.7204 -1.3885 1.4065
Br 0.1207 0.8022 -0.2344
H 0.5223 -0.2558 -1.8282



Record 2
Below is a 13-piece molecular cluster, C15H56N14O13 overall, with properties calculated with ωB97M-V with the def2-TZVPD basis set.

Properties
- ΔE to the lowest compared entry with this formula, charge and spin (kcal per mole) = 95.6
- spin multiplicity = 1
- gap between HOMO and LUMO (eV) = 8.66

Each line ends with the Mulliken charge.
Positions of all 98 atoms, in Å:
C1 -1.244082 -0.084541 0.423337  0.54
C2 0.105918 0.385459 -0.080663  1.33
O1 0.387918 -0.197541 -1.266663  -0.02
H1 -1.228082 -1.142541 0.589337  -1.49
H2 -2.004082 0.234459 -0.247663  0.05
H3 -1.396082 0.423459 1.323337  0.41
H4 0.916918 0.057459 0.650337  -0.33
H5 0.118918 1.514459 -0.274663  -0.31
H6 1.193918 0.164459 -1.691663  -0.21
C3 -1.553082 2.518459 3.902337  -1.80
C4 -0.491082 2.968459 2.987337  0.52
O2 -1.008082 2.986459 1.679337  -0.61
H7 -2.451082 3.001459 3.806337  0.53
H8 -1.295082 2.706459 4.917337  0.44
H9 -1.737082 1.440459 3.899337  0.28
H10 0.337918 2.305459 3.179337  -0.09
H11 -0.142082 4.006459 3.251337  0.36
H12 -0.371082 3.401459 1.099337  0.20
C5 2.002918 -3.516541 -1.121663  0.12
O3 1.771918 -4.894541 -1.009663  -0.84
N1 1.498918 -2.658541 -0.216663  1.14
N2 2.570918 -3.021541 -2.130663  -0.08
H13 0.861918 -3.167541 0.446337  -0.27
H14 1.197918 -1.690541 -0.524663  -0.51
H15 2.801918 -3.639541 -2.907663  0.29
H16 2.941918 -2.070541 -2.249663  0.34
C6 3.446918 0.343459 -2.298663  -0.37
O4 2.273918 0.955459 -2.818663  -0.67
N3 4.063918 0.766459 -1.296663  0.03
N4 3.968918 -0.859541 -2.721663  -0.36
H17 3.690918 1.717459 -0.935663  0.31
H18 5.130918 0.643459 -1.246663  0.34
H19 3.787918 -1.020541 -3.685663  0.35
H20 4.923918 -1.036541 -2.309663  0.25
C7 -4.723082 -1.583541 0.227337  0.52
O5 -4.189082 -0.871541 -0.883663  -0.51
N5 -3.964082 -2.002541 1.276337  -0.36
N6 -6.027082 -1.850541 0.325337  -0.48
H21 -2.892082 -1.844541 1.408337  0.00
H22 -4.364082 -2.582541 2.028337  0.21
H23 -6.472082 -1.652541 -0.595663  0.32
H24 -6.571082 -2.411541 1.022337  0.19
C8 4.111918 -1.028541 1.429337  0.51
O6 5.023918 -0.051541 1.638337  -0.80
N7 3.529918 -1.146541 0.299337  0.17
N8 3.749918 -1.885541 2.325337  -0.42
H25 3.694918 -0.290541 -0.417663  -0.25
H26 2.767918 -1.852541 0.069337  0.32
H27 3.226918 -2.716541 1.986337  0.21
H28 4.301918 -1.912541 3.208337  0.23
C9 2.218918 4.095459 -3.141663  0.48
O7 3.424918 3.651459 -3.653663  -0.75
N9 2.160918 5.283459 -2.613663  -0.41
N10 1.115918 3.397459 -3.180663  -0.11
H29 3.108918 5.812459 -2.386663  0.28
H30 1.377918 5.626459 -2.030663  0.23
H31 1.214918 2.435459 -3.563663  0.18
H32 0.276918 3.637459 -2.778663  0.13
C10 -1.010082 -3.740541 1.688337  0.40
O8 -1.327082 -3.249541 2.938337  -0.76
N11 -1.844082 -3.792541 0.777337  -0.28
N12 0.114918 -4.252541 1.334337  -0.44
H33 -2.803082 -3.375541 0.924337  0.17
H34 -1.653082 -3.888541 -0.255663  0.47
H35 0.810918 -4.266541 2.151337  0.27
H36 0.264918 -4.821541 0.491337  0.36
C11 -3.862082 2.320459 0.099337  0.39
O9 -3.103082 2.891459 -0.884663  -0.66
N13 -4.972082 1.659459 -0.179663  -0.29
N14 -3.575082 2.367459 1.365337  -0.37
H37 -5.194082 1.375459 -1.165663  0.25
H38 -5.652082 1.249459 0.526337  0.19
H39 -2.547082 2.599459 1.470337  0.16
H40 -3.904082 1.593459 2.048337  0.31
C12 0.412918 -0.628541 3.665337  -0.20
O10 1.584918 -0.123541 3.106337  -0.40
H41 -0.334082 -0.810541 2.942337  -0.16
H42 0.162918 0.248459 4.306337  0.13
H43 0.681918 -1.555541 4.248337  0.38
H44 2.019918 -0.945541 2.788337  0.26
C13 -1.970082 1.143459 -3.241663  -0.21
O11 -1.811082 2.125459 -4.223663  -0.59
H45 -1.448082 1.377459 -2.329663  -0.18
H46 -1.628082 0.180459 -3.567663  0.28
H47 -2.964082 0.991459 -2.815663  0.31
H48 -2.283082 2.869459 -3.854663  0.37
C14 2.786918 2.603459 1.149337  0.96
O12 2.718918 3.141459 -0.111663  -0.59
H49 3.155918 1.566459 1.128337  -0.34
H50 1.841918 2.587459 1.655337  -0.62
H51 3.514918 3.198459 1.777337  0.24
H52 1.758918 3.490459 -0.172663  0.32
C15 -1.657082 -2.630541 -2.116663  0.57
O13 -1.300082 -3.978541 -1.812663  -0.59
H53 -0.722082 -2.177541 -2.446663  0.03
H54 -1.940082 -2.161541 -1.199663  -0.58
H55 -2.545082 -2.561541 -2.756663  0.33
H56 -0.961082 -4.416541 -2.564663  0.36

Atoms 1-6, force components in eV/Å:
C 1.2913 0.6822 -0.8026
C 0.7883 1.4947 1.9267
O 0.6455 -2.0273 -2.5152
H -0.0397 -0.6897 -0.0108
H -0.8026 -0.1298 -0.6968
H -0.4326 0.6021 1.6722



| no. | F_max (eV/A) |
| --- | --- |
| 1 | 2.10 |
| 2 | 9.95 |